Entry 1:
10
Properties=species:S:1:pos:R:3:forces:R:3 method="wB97M-V/def2-TZVPD" charge=0 homo_lumo_gap_ev=9.08 smiles="C=NS/C=N/O" lumo_energy_ev=0.48
C -0.01340 0.66792 1.02889 -3.0418 -1.6774 1.8798
C 1.04613 -0.41432 -1.66510 0.0494 0.7099 -2.2972
H -2.63117 -0.99620 1.25036 2.6153 2.6555 1.6517
H -0.18268 1.34120 2.00458 0.1061 -1.6490 -2.1239
H 1.19431 -1.29197 -1.04279 0.0245 0.6266 1.0758
H 0.94570 -0.79207 -2.71948 -0.2350 0.8888 0.7005
N -0.85072 -0.36843 0.76167 2.4276 3.9856 0.8133
N 1.06639 0.86548 -1.47491 0.3215 -2.7021 0.3917
O -1.94509 -0.27838 1.67402 -1.9044 -2.8914 -1.9861
S 1.37054 1.26677 0.18276 -0.3632 0.0535 -0.1057



Entry 2:
10
Properties=species:S:1:pos:R:3:forces:R:3 method="wB97M-V/def2-TZVPD" charge=0 homo_lumo_gap_ev=9.02 smiles=CC(Cl)(Cl)SO lumo_energy_ev=-0.66
C -0.68732 -0.45366 -0.84356 -1.6552 -0.2698 -2.0433
C 0.64842 -0.20951 -0.26479 0.1912 2.5863 -0.5615
O -0.33793 0.39960 2.15524 0.8898 0.9422 -0.9034
S 0.78885 -0.58286 1.47556 0.5575 -0.3046 -0.1822
Cl 2.03234 -0.67203 -1.17475 -0.0348 -0.4106 0.2559
Cl 0.74325 1.99082 -0.33290 -0.0716 -1.6758 0.2567
H -0.80436 -1.52434 -0.82873 -0.3304 -0.6757 0.8416
H -1.36037 0.08491 -0.18710 -0.5105 -0.4027 0.0773
H -1.08793 -0.32535 -1.94219 1.8528 0.8648 1.8064
H 0.06505 1.29243 1.94323 -0.8888 -0.6541 0.4524



Entry 3:
57
Properties=species:S:1:pos:R:3:forces:R:3 method="wB97M-V/def2-TZVPD" charge=0 homo_lumo_gap_ev=7.36 lumo_energy_ev=0.42
Cd -0.93176 -1.09127 -0.11625 0.1623 -0.2020 -0.4706
O -2.14126 -2.82861 0.15248 -0.0489 0.0337 0.0646
C -2.82076 -3.17634 1.21053 0.0486 0.0083 -0.0795
C -3.60500 -4.35215 1.12403 -0.0251 -0.0197 0.0212
C -4.35509 -4.81634 2.17667 -0.0081 -0.0135 0.0079
C -4.37357 -4.13633 3.39905 0.0265 0.0159 -0.0423
C -3.62030 -2.99294 3.51255 -0.0199 -0.0231 0.0138
C -2.84161 -2.48336 2.45685 0.0346 0.1182 0.0937
C -2.11609 -1.26503 2.77498 -0.0406 -0.1070 -0.0796
N -1.37213 -0.58887 1.98213 0.0493 0.1524 0.2679
N -0.76335 0.53553 2.52995 -0.0434 -0.1470 -0.0665
C -0.05451 1.18549 1.64253 -0.0702 0.2201 -0.1506
O 0.09367 0.89752 0.39759 0.0804 0.0032 0.0704
C 0.64842 2.41652 2.12804 0.0108 -0.0678 0.0420
C 1.56779 3.04286 1.29274 0.0027 0.0396 0.0116
C 2.24642 4.17594 1.72075 -0.0168 -0.0013 0.0002
C 2.00233 4.69698 2.98333 -0.0073 -0.0203 -0.0160
C 1.07837 4.07831 3.81696 -0.0034 0.0052 -0.0043
C 0.40560 2.94336 3.39380 0.0303 -0.0106 0.0330
H -3.58582 -4.87617 0.17689 -0.0047 -0.0041 0.0003
H -4.93763 -5.72213 2.05526 0.0002 -0.0005 -0.0038
H -4.96186 -4.49875 4.23038 -0.0016 -0.0023 0.0035
H -3.61500 -2.44699 4.45000 -0.0030 -0.0031 0.0012
H -2.21384 -0.88694 3.79404 -0.0141 -0.0155 0.0055
H 1.73698 2.63165 0.30568 0.0056 -0.0095 0.0004
H 2.96399 4.65495 1.06619 -0.0002 0.0006 -0.0017
H 2.52722 5.58299 3.31731 0.0041 0.0013 0.0004
H 0.88255 4.48415 4.80147 -0.0009 -0.0009 -0.0004
H -0.31041 2.44717 4.03423 0.0009 0.0043 -0.0058
C -1.52461 -0.26644 -4.07529 -0.0047 -0.0335 -0.0141
P -0.96200 0.24379 -2.41688 0.0449 0.0228 0.2090
C -1.75097 1.86889 -2.18789 0.0089 0.0321 -0.0181
C 0.80073 0.66696 -2.71534 -0.0101 -0.0309 0.0316
C 1.08804 1.73070 -3.56980 0.0134 0.0148 -0.0216
C 2.39101 2.12391 -3.82257 -0.0134 -0.0096 0.0061
C 3.43898 1.44493 -3.22034 -0.0044 -0.0158 0.0115
C 3.16874 0.38032 -2.37753 0.0109 0.0149 -0.0236
C 1.86154 -0.02314 -2.10900 -0.0548 -0.0184 -0.0241
P 1.59156 -1.45096 -0.98658 -0.1238 0.1192 0.1090
C 2.37606 -2.81319 -1.91734 -0.0063 -0.0001 -0.0184
C 2.77103 -1.16177 0.37084 0.0303 -0.0197 0.0201
H -1.28409 0.49539 -4.81812 -0.0131 -0.0129 -0.0142
H -2.60263 -0.42757 -4.05993 -0.0015 0.0069 0.0162
H -1.04323 -1.20285 -4.35594 0.0025 0.0026 -0.0002
H -1.67113 2.50341 -3.07086 0.0000 0.0077 0.0112
H -1.27828 2.35296 -1.33350 0.0003 -0.0206 0.0107
H -2.80620 1.71494 -1.96077 -0.0051 -0.0081 -0.0081
H 0.27971 2.27334 -4.04454 0.0008 -0.0026 -0.0010
H 2.58615 2.95808 -4.48360 -0.0004 0.0021 -0.0009
H 4.46285 1.74279 -3.40470 0.0014 -0.0003 -0.0011
H 3.99750 -0.14185 -1.91607 0.0081 -0.0046 0.0017
H 3.40206 -2.55890 -2.18779 -0.0003 -0.0257 -0.0083
H 1.80830 -3.01418 -2.82545 -0.0024 0.0029 0.0021
H 2.37737 -3.71702 -1.30804 -0.0070 0.0097 0.0190
H 3.80415 -1.10757 0.02729 0.0047 0.0042 0.0051
H 2.68171 -1.98834 1.07713 0.0053 0.0082 0.0077
H 2.50229 -0.23781 0.88245 -0.0323 0.0000 -0.0239



Entry 4:
43
Properties=species:S:1:pos:R:3:forces:R:3 method="wB97M-V/def2-TZVPD" charge=+1 homo_lumo_gap_ev="5.27 / 6.43" spin_multiplicity=4 s2=3.808 lumo_energy_ev="-5.96 / -4.80"
Cr 0.40421 1.03134 -3.01521 -3.5511 -2.1531 3.2163
Cd 1.21891 -2.18550 -1.02866 -0.5929 0.9952 1.9306
F -0.99428 2.05532 -2.08720 2.8631 -1.4834 -2.0345
F 0.77299 -0.03148 -1.24728 -0.2155 1.5149 -1.6058
S 0.59297 -1.40731 -4.05671 -1.1243 -1.9916 -2.2588
O 1.56392 -0.32747 -3.90304 3.9824 2.5074 0.1292
O 0.75992 -2.34923 -2.93296 -0.7638 -1.4004 -2.2670
O -0.56786 -0.52660 -3.73941 -2.5116 1.8758 0.8919
O 0.52860 -2.02852 -5.34993 0.2501 0.5614 1.8121
C 5.48421 -1.92393 -0.51927 0.9681 -0.6536 0.0961
C 4.00037 -2.15974 -0.27902 1.2713 1.1413 -0.7673
C 3.48173 -1.22531 0.79956 -0.4793 -0.6026 0.3102
O 2.07191 -1.53984 0.95598 0.1007 0.2838 0.2037
C 1.41717 -0.68883 1.90268 -0.5397 0.7867 1.1193
N 3.27348 -1.84513 -1.55092 2.0560 -0.4041 -0.0109
H 5.80826 -0.90744 -0.75291 -0.4940 0.3270 0.6024
H 5.88958 -2.44212 -1.39267 -0.4890 -0.5033 0.0154
H 6.04757 -2.33092 0.32164 0.1773 0.3647 0.0591
H 3.85814 -3.19694 0.02664 -0.2781 -0.0181 -0.1245
H 3.59523 -0.15859 0.59524 -0.0702 -0.0439 -0.4874
H 4.00174 -1.39321 1.74444 -0.0825 -0.2617 0.0367
H 0.39155 -0.42482 1.64967 0.0782 -0.4411 -0.6077
H 1.91267 0.27548 2.02621 0.3204 -0.0971 -0.3824
H 1.37724 -1.12089 2.90371 0.2598 -0.4402 -0.1590
H 3.61798 -2.45394 -2.29274 -0.2599 -0.5354 0.1735
H 3.73213 -0.99306 -1.86904 -0.8155 0.5906 0.0861
C -1.50699 1.58310 1.31951 -1.1688 -0.2738 -0.3905
C -2.88388 1.76509 0.66197 -0.4903 0.1868 -0.1230
C -3.98986 1.58145 1.70355 -0.0059 -0.7993 -0.2776
O -5.28434 1.61704 1.10690 0.7462 0.7753 -0.1690
C -6.31398 1.37127 2.04372 0.7147 -0.2019 0.2151
N -2.98052 3.09212 0.02632 -1.0542 -0.0692 0.4608
H -1.39049 2.52111 1.86176 0.8349 -0.1701 0.1086
H -0.75454 1.35287 0.56581 0.1249 0.6111 0.0176
H -1.53567 0.73066 2.00294 -0.0316 0.1358 0.2479
H -3.09035 1.05828 -0.14494 0.3143 -0.2611 0.1008
H -3.87170 2.32707 2.49706 -0.1959 0.1950 0.0735
H -3.82865 0.59528 2.15499 -0.1914 -0.1319 0.2394
H -7.28238 1.49533 1.56598 0.1057 -0.2581 -0.1403
H -6.26720 2.05946 2.89324 0.0626 0.0888 0.0089
H -6.11839 0.35914 2.41037 -0.6930 -0.1065 0.2341
H -3.92548 3.04960 -0.35916 0.1955 0.1077 -0.7558
H -3.21590 3.73985 0.78116 0.6724 0.2524 0.1723



Entry 5:
24
Properties=species:S:1:pos:R:3:forces:R:3 method="wB97M-V/def2-TZVPD" charge=0 homo_lumo_gap_ev=7.96 smiles="O=c1[nH][nH]c2c(I)c(-n3cccc3)c(I)cc12" lumo_energy_ev=-0.63
O 1.68493 0.52220 4.38997 0.6858 -0.0005 0.4063
I -2.39449 -2.43731 1.21025 1.2733 1.1972 -0.3427
I 1.34904 1.53089 -2.16352 -0.6897 -1.0959 2.0893
C 1.91290 0.66540 3.20309 -1.8188 -0.6212 2.2032
C -1.70582 -1.30708 -3.37560 -0.1838 0.2942 -0.0210
C -2.50821 -0.14998 -3.04664 -0.1138 -0.5047 -1.5092
C -0.86155 -1.55339 -2.31054 -0.7366 0.1259 -1.0467
C -2.11109 0.26836 -1.82422 -0.2395 0.9589 0.8406
C -0.04676 -0.69898 2.21843 0.6948 0.0639 0.3770
C -0.72384 -0.99523 1.04596 -0.8076 -0.7181 0.5548
C 0.71618 0.50653 -0.23301 0.7330 0.3017 -0.3546
C 1.06202 0.16393 2.16261 -1.1077 -1.0990 -1.7934
C -0.36864 -0.39852 -0.17985 0.6223 0.9964 -0.0379
C 1.45008 0.75141 0.96279 0.4138 1.1359 -0.3262
N -1.12890 -0.59834 -1.35261 -0.1135 0.1408 -0.1099
N 2.86408 1.44354 2.65989 0.9287 1.3647 -2.4653
N 2.49829 1.63837 1.25784 -0.9195 -0.5290 0.1826
H -1.75487 -1.83358 -4.33304 0.1200 0.0585 0.6242
H -3.25850 0.32841 -3.72621 0.8618 -0.5311 0.9809
H -0.10843 -2.33042 -2.22159 -0.1758 0.3533 0.3404
H -2.46208 1.18354 -1.29592 0.6096 -1.1548 -0.1258
H -0.29916 -1.12616 3.19744 -0.0608 0.1269 -0.5807
H 3.14970 2.27774 3.18140 -0.1813 -0.4350 -0.4548
H 3.04509 2.14867 0.57309 0.2053 -0.4290 0.5686



Entry 6:
14
Properties=species:S:1:pos:R:3:forces:R:3 method="wB97M-V/def2-TZVPD" charge=0 homo_lumo_gap_ev=8.05 lumo_energy_ev=-0.08
N 0.03531 -2.23251 0.80652 -0.0343 0.3926 0.1017
C 0.04446 -1.58635 -0.34086 -0.5913 0.6625 0.0798
N 1.13283 -1.11371 -0.88699 0.7234 -0.6788 -0.1846
H 0.90937 -2.47429 1.24855 0.0425 0.3170 0.1292
H -0.76084 -2.04773 1.40493 0.0585 -0.3767 -0.0848
H -0.92930 -1.34741 -0.76178 0.0490 -0.4146 -0.2971
H 1.16831 -0.88371 -1.86440 -0.4177 0.4602 0.0169
H 1.71173 -0.53701 -0.26273 -0.0114 -0.1256 0.0753
N -1.53590 0.90522 0.26777 -0.2278 -0.3005 -0.2259
C -0.17195 1.31306 0.05541 0.2177 0.3717 0.1179
O 0.66699 0.79270 0.84062 0.0807 -0.1604 0.3187
O 0.02479 2.06366 -0.90619 0.0728 -0.2766 -0.2061
H -2.13851 1.43095 -0.34863 -0.1169 0.1295 0.1713
H -1.84588 0.93493 1.22940 0.1547 -0.0003 -0.0123